[1]
The following is a DFT calculation (the ωB97M-V functional and the def2-TZVPD basis) of C24H51BrO13S3 as an isolated structure.

The geometry in ORCA input format:
```
! RIJCOSX wB97M-V def2-TZVPD def2/J DEFGRID3
* xyz 0 1
C -0.6827 4.2664 2.7190
C -0.2859 3.5845 4.0403
C -0.8901 2.1969 4.2968
Br -0.2941 1.6917 6.0924
C -0.5252 1.1120 3.2603
C -1.4314 1.2220 2.0296
C -1.3662 0.1119 0.9690
C -0.3168 0.3856 -0.1099
C -0.2902 -0.6708 -1.2148
C 0.8094 -0.3420 -2.2420
C 1.7609 -1.5180 -2.4777
C 2.8353 -1.6078 -1.3785
C 3.8621 -2.7101 -1.6637
C 4.3749 -3.4594 -0.4291
O 3.4393 -3.4064 0.6245
C 3.9613 -3.9316 1.8300
O -0.8387 -0.2128 3.8488
S 0.3854 -1.2195 3.7971
O 1.1586 -1.1930 4.9877
O -0.0902 -2.4723 3.3195
O 1.1590 -0.4164 2.6604
C 0.9792 0.9863 3.0393
O 1.4891 1.8313 2.1069
C 2.8965 2.0555 2.2561
C 3.4362 2.8037 1.0421
C 2.7869 2.3719 -0.2594
O 4.8435 2.5649 0.9334
H 0.0377 4.0435 1.9360
H -0.6832 5.3446 2.8689
H -1.6812 3.9831 2.4001
H 0.7962 3.5167 4.1435
H -0.6320 4.2217 4.8521
H -1.9709 2.2680 4.3537
H -1.1913 2.1476 1.5093
H -2.4467 1.3245 2.4111
H -2.3400 0.0893 0.4770
H -1.2059 -0.8718 1.4064
H -0.5717 1.3419 -0.5742
H 0.6803 0.4665 0.3169
H -1.2582 -0.6736 -1.7134
H -0.1145 -1.6536 -0.7770
H 1.3982 0.4877 -1.8432
H 0.3823 -0.0170 -3.1890
H 2.2180 -1.4972 -3.4695
H 1.1888 -2.4504 -2.4238
H 2.3183 -1.7949 -0.4403
H 3.3186 -0.6308 -1.3259
H 3.4555 -3.4004 -2.4019
H 4.7262 -2.2412 -2.1392
H 4.5453 -4.5122 -0.6928
H 5.3483 -3.0666 -0.1140
H 4.6021 -3.1959 2.3218
H 3.1168 -4.1680 2.4723
H 4.5332 -4.8431 1.6369
H 1.4725 1.1071 4.0142
H 3.4122 1.0993 2.3710
H 3.0475 2.6512 3.1625
H 3.2872 3.8758 1.1953
H 3.5127 2.5189 -1.0584
H 2.5094 1.3225 -0.2428
H 1.9163 2.9851 -0.4823
H 5.2009 2.3977 1.8033
O -3.7527 -3.6908 0.3510
S -2.5265 -4.0824 -0.2764
O -2.0768 -3.3880 -1.4441
O -2.5955 -5.6446 -0.5801
C -3.7403 -6.1325 -1.3109
C -3.6910 -5.7919 -2.7866
C -1.2176 -4.1134 0.8889
H -4.6503 -5.7558 -0.8409
H -3.7138 -7.2108 -1.1677
H -3.7637 -4.7186 -2.9521
H -4.5220 -6.2755 -3.3012
H -2.7549 -6.1344 -3.2273
H -1.5333 -4.6558 1.7752
H -1.0022 -3.0806 1.1434
H -0.3472 -4.5754 0.4299
O -1.5305 2.5292 -3.0271
S -2.0532 3.8480 -2.8499
O -2.8716 4.1412 -1.7131
O -2.8028 4.2882 -4.1773
C -3.8363 3.4109 -4.6861
C -5.1161 3.4705 -3.8783
C -0.7456 5.0217 -2.9307
H -3.4427 2.3952 -4.7444
H -4.0085 3.7603 -5.7017
H -4.9743 3.0802 -2.8723
H -5.8847 2.8746 -4.3707
H -5.4673 4.4985 -3.7916
H -0.1377 4.8148 -3.8068
H -0.1618 4.8980 -2.0211
H -1.1744 6.0190 -2.9725
*
```

Output
Lowest unoccupied orbital energy: 0.37 eV
Calculated total energy: -5691.70210 hartree
Largest force on an atom: 0.87 eV Å⁻¹
Orbital gap: 9.952 eV

---

[2]
The following is a DFT calculation (the ωB97M-V functional and the def2-TZVPD basis) of C16H28DyN2O3P2 as an isolated structure.

The geometry in ORCA input format:
```
! RIJCOSX wB97M-V def2-TZVPD def2/J DEFGRID3
* xyz 2 7
Dy 0.3382 0.9044 -0.1587
P 2.4442 -0.9327 0.1023
C 2.3724 -0.7220 -1.6963
C 1.1047 -1.2801 -2.3523
N -0.0421 -0.7330 -1.8947
C -1.2085 -1.1563 -2.3830
C -1.2702 -2.2311 -3.2666
C -0.0838 -2.8084 -3.7195
C 1.1321 -2.3213 -3.2718
C -2.4625 -0.4948 -1.8226
P -2.6187 1.0770 -1.3372
H 2.0920 -2.6938 -3.6050
H -2.2561 -2.6088 -3.5780
H -0.1036 -3.6220 -4.4191
H -3.2287 -0.5263 -2.5881
H -2.8318 -1.1146 -1.0106
H 2.3090 0.5210 -1.8676
H 3.2971 -1.0678 -2.1697
H 0.7989 3.1716 -1.1028
O 1.5943 1.7172 -1.9042
H 1.4034 2.0705 -2.7979
H -1.3934 1.7111 -0.9702
O 0.4503 3.1425 -0.1853
H -0.1022 3.9854 0.0474
C -2.9631 2.2063 -2.6540
H -3.8747 1.7045 -2.9747
H -3.1422 3.2308 -2.3061
H -2.1840 2.1643 -3.4240
C -3.6786 1.3377 0.0441
H -3.6332 2.3242 0.5192
H -4.6188 1.2102 -0.4923
H -3.5369 0.5493 0.7839
C 2.3838 -2.7332 0.2933
H 3.2503 -3.2270 -0.1616
H 2.3628 -2.9602 1.3649
H 1.4608 -3.1116 -0.1500
C 4.2270 -0.5862 0.5116
H 4.2905 -0.4950 1.6158
H 4.8897 -1.4151 0.1777
H 4.5508 0.3735 0.0601
O -0.6826 0.1652 1.5533
N -0.8981 0.0459 2.8907
C -2.0932 -0.4429 3.3054
C -2.4582 -0.2427 4.6277
C -1.5902 0.4367 5.4813
C -0.3259 0.8263 5.0318
C 0.0430 0.5527 3.7242
H -2.7120 -0.9616 2.5706
H -3.4403 -0.5856 4.9436
H -1.8967 0.6727 6.4923
H 0.3870 1.3197 5.6817
H 1.0072 0.8193 3.2862
*
```

Output
Lowest unoccupied orbital energy (alpha / beta): -6.08 / -6.08 eV
Calculated total energy: -2528.82776 hartree
Largest force on an atom: 4.93 eV Å⁻¹
Orbital gap (alpha / beta): 3.851 / 7.812 eV